The molecule C4H8ClNO2 in a non-equilibrium geometry. Source: the Open Molecules 2025 dataset; level of theory: the ωB97M-V functional and the def2-TZVPD basis.

HOMO level (eV): -10.468
Energy above the lowest of the compared OMol25 structures with the same formula, charge and spin (kJ/mol): 183.43
Gap between HOMO and LUMO (Eh): 0.3693
Calculated total energy (Eh): -822.56755
Structure (SMILES): [H]/N=C(\[C@@H](C)O)[C@@H](O)Cl

```
16
Properties=species:S:1:pos:R:3:forces:R:3:mulliken_charge:R:1
Cl -3.726 0.628 0.325 1.801 -0.542 0.362 -0.27
O -2.457 -1.486 -0.850 -0.406 1.713 -0.478 -0.50
O -0.278 1.911 -0.199 2.721 -1.037 -0.948 -0.57
N -0.676 -1.589 0.903 -1.194 1.960 -1.041 -0.75
C -2.055 -0.257 -0.416 -1.024 -1.547 -0.337 -0.67
C 1.441 0.180 -0.448 1.229 -0.209 4.338 -1.26
C 0.286 0.702 0.353 -1.078 1.133 2.256 0.32
C -0.705 -0.414 0.377 -2.326 -1.531 1.465 0.89
H -0.064 -1.846 1.633 1.606 0.015 0.418 0.23
H 1.180 -0.050 -1.398 -0.864 -1.411 -2.859 0.39
H 0.593 1.022 1.425 -0.185 -1.070 -1.496 0.23
H 2.035 1.032 -0.504 1.814 1.320 -0.271 0.39
H -1.172 1.972 0.033 -2.183 0.258 0.719 0.32
H -2.061 0.401 -1.211 0.522 1.363 -1.527 0.53
H -1.902 -2.050 -0.330 0.486 -1.612 1.058 0.40
H 1.975 -0.620 0.207 -0.920 1.196 -1.659 0.31
```
Positions in Å, forces in eV/Å.



The molecule C4H8ClNSi in a non-equilibrium geometry. Source: the Open Molecules 2025 dataset; level of theory: the ωB97M-V functional and the def2-TZVPD basis.

HOMO level (eV): -9.318
Energy above the lowest of the compared OMol25 structures with the same formula, charge and spin (kJ/mol): 23.00
Gap between HOMO and LUMO (Eh): 0.3761
Calculated total energy (Eh): -961.64109
Structure (SMILES): [H]/N=C/[Si@@](C)(Cl)C=C

```
15
Properties=species:S:1:pos:R:3:forces:R:3:mulliken_charge:R:1
Cl 0.187 -2.350 -1.965 0.103 -0.180 -0.284 -0.32
Si -0.060 -0.859 -0.562 -1.497 0.211 -0.356 0.61
N -0.525 1.815 -1.087 2.314 -0.762 2.230 -0.57
C -0.779 0.661 -1.515 -0.163 -0.102 -0.213 -0.15
C -1.529 -1.346 0.533 -0.161 -1.112 0.780 -1.07
C 1.678 -0.595 0.139 -3.595 0.215 0.432 -0.35
C 1.974 -0.102 1.317 1.239 -0.903 -1.518 -0.60
H -0.800 2.531 -1.679 -1.355 1.744 -1.246 0.24
H -1.781 -2.427 0.642 0.738 0.413 -0.504 0.33
H -2.550 -0.925 0.447 0.924 0.508 -0.342 0.34
H -1.137 -1.121 1.521 -0.282 0.344 0.573 0.26
H 2.355 -0.880 -0.564 2.348 -0.351 -1.873 0.37
H 2.997 0.044 1.538 0.886 0.310 0.706 0.26
H -1.472 0.686 -2.362 0.162 -1.184 -0.416 0.42
H 1.240 -0.061 2.024 -1.661 0.849 2.031 0.24
```
Positions in Å, forces in eV/Å.



C4H8ClNiO3 as an isolated structure in a non-equilibrium geometry. Source: the Open Molecules 2025 dataset; level of theory: the ωB97M-V functional and the def2-TZVPD basis.

HOMO level (alpha / beta) (eV): -14.759 / -14.742
Energy above the lowest of the compared OMol25 structures with the same formula, charge and spin (kJ/mol): 45.43
2S+1: 3
Total charge: +1
Gap between HOMO and LUMO (alpha / beta) (Eh): 0.2951 / 0.2437
Calculated total energy (Eh): -2351.09742

```
17
Properties=species:S:1:pos:R:3:forces:R:3:mulliken_spin:R:1
Ni -1.026 1.047 2.627 -0.402 2.407 -2.735 1.68
Cl -1.623 3.218 1.930 0.639 -2.481 1.175 0.30
O 0.480 -0.888 -0.937 -0.843 0.977 0.071 0.00
O -0.480 0.404 0.666 -0.676 -0.040 1.537 0.02
O -1.175 0.395 -1.585 2.764 -1.821 2.583 0.00
C 2.371 -1.065 0.717 -0.110 -0.760 -0.931 0.00
C -2.174 1.363 -1.442 -1.130 0.948 1.368 0.00
C 1.234 -1.736 -0.041 -0.093 -0.009 1.513 0.00
C -0.412 -0.026 -0.479 -0.336 0.356 -3.792 0.00
H 2.015 -0.280 1.385 0.512 0.339 -0.474 0.00
H -1.928 2.143 -0.721 0.609 0.261 -0.341 0.00
H 1.683 -2.513 -0.659 -0.657 -0.025 -0.030 0.00
H -3.051 0.933 -0.959 -0.311 -0.345 -0.546 0.00
H -2.399 1.787 -2.421 0.107 -0.252 0.178 0.00
H 3.090 -0.879 -0.082 0.243 1.267 0.475 0.00
H 0.504 -2.090 0.686 0.003 -0.633 -0.226 0.00
H 2.892 -1.814 1.314 -0.319 -0.190 0.176 0.00
```
Positions in Å, forces in eV/Å.



C4H8CrO2 as an isolated structure in a non-equilibrium geometry. Source: the Open Molecules 2025 dataset; level of theory: the ωB97M-V functional and the def2-TZVPD basis.

HOMO level (alpha / beta) (eV): -17.867 / -18.341
Energy above the lowest of the compared OMol25 structures with the same formula, charge and spin (kJ/mol): 166.30
2S+1: 5
Total charge: +2
Gap between HOMO and LUMO (alpha / beta) (Eh): 0.2602 / 0.3127
Calculated total energy (Eh): -1351.31195

```
15
Properties=species:S:1:pos:R:3:forces:R:3:mulliken_spin:R:1
Cr -0.723 0.029 2.068 -0.645 -1.603 1.197 4.01
O 0.292 -1.907 2.370 -1.016 1.052 -0.268 0.00
O -0.253 1.438 1.079 1.900 1.350 -2.738 -0.10
C 1.285 0.780 -0.642 0.500 -1.971 0.402 -0.36
C 0.617 1.726 0.119 -2.226 0.137 1.694 -0.06
C 1.129 -1.623 0.172 0.203 1.314 0.005 0.50
C 1.505 -1.714 1.612 0.419 0.042 0.003 -0.05
H 2.349 0.956 -0.824 -0.466 0.037 -0.740 -0.01
H 0.057 -1.554 -0.034 0.365 -0.595 -0.316 0.00
H 1.920 -0.760 1.969 0.665 -0.478 -0.120 0.04
H 1.833 -2.054 -0.549 -0.524 0.400 -0.034 0.02
H 0.665 2.788 -0.166 0.398 -0.038 0.649 -0.03
H 0.642 0.173 -1.292 0.456 0.141 -0.018 0.00
H 0.471 -2.307 3.228 0.049 -0.214 0.322 0.00
H 2.186 -2.562 1.794 -0.079 0.427 -0.038 0.02
```
Positions in Å, forces in eV/Å.